Molecular formula: C3H10O2
Method: DFT, ωB97M-V with the def2-TZVPD basis set

Results
Electronic energy = -7366.363 eV
Net charge = 0
Largest force on an atom = 6.27 eV/A
SMILES = CCCO.O

Each line ends with the natural charge from an NBO analysis.
Positions of all 15 atoms, in Å:
C 1.11 0.41 0.60  -0.063
O 0.05 0.87 1.40  -0.741
C 1.18 0.73 -0.97  -0.439
C 0.78 -0.34 -1.93  -0.601
H 2.14 0.82 1.06  0.163
H 0.84 -0.71 0.82  0.194
H -0.44 1.66 1.07  0.468
H 0.56 1.61 -1.26  0.198
H 2.16 1.12 -1.23  0.204
H 0.74 0.00 -3.03  0.210
H 1.38 -1.21 -1.92  0.204
H -0.21 -0.66 -1.61  0.203
H -3.04 -1.03 1.79  0.475
H -3.94 -1.57 2.91  0.468
O -3.32 -1.70 2.31  -0.943